Record 1
The following is a quantum chemistry calculation of C22H22N4O4S in the gas phase, from OMol25.

## Properties
Structure (SMILES) = O=C([C@H]1CC(=O)N(c2ccccc2)C1)N1CCN(C2=NS(=O)(=O)c3ccccc32)CC1
Max |F| = 0.7 eV/Å
Total charge = 0
Relative energy (zero: lowest compared OMol25 entry of this formula, charge and spin) = 153.5 kJ/mol

Structure (XYZ):
```
53
Properties=species:S:1:pos:R:3:nbo_charge:R:1
O -2.365 -2.094 1.587 -0.6237
C -1.939 -2.302 0.469 0.6989
N -0.836 -3.075 0.274 -0.4514
C -0.185 -3.354 -0.991 -0.2287
H -0.566 -4.289 -1.422 0.1983
C 1.329 -3.464 -0.748 -0.2351
N 1.732 -2.488 0.245 -0.4010
C 1.920 -1.225 -0.195 0.4835
N 1.691 -0.929 -1.430 -0.7769
S 1.986 0.679 -1.733 2.2878
O 3.079 0.835 -2.643 -0.9131
O 0.743 1.310 -2.061 -0.9189
C 2.534 1.043 -0.059 -0.2034
C 3.054 2.200 0.465 -0.2079
C 3.538 2.162 1.768 -0.1823
C 3.520 0.976 2.485 -0.1962
C 3.001 -0.190 1.941 -0.1715
C 2.477 -0.148 0.654 -0.1517
H 3.044 -1.106 2.508 0.2237
H 3.927 0.953 3.485 0.2244
H 3.947 3.055 2.216 0.2270
H 3.087 3.100 -0.129 0.2429
C 1.213 -2.789 1.570 -0.2202
H 1.025 -1.858 2.105 0.2203
H 1.936 -3.392 2.130 0.2010
C -0.116 -3.560 1.430 -0.2447
H 0.059 -4.634 1.322 0.1928
H -0.742 -3.389 2.307 0.2670
H 1.865 -3.254 -1.673 0.2524
H 1.609 -4.452 -0.377 0.2049
H -0.353 -2.538 -1.693 0.2317
C -2.582 -1.702 -0.776 -0.3193
C -4.003 -1.229 -0.465 -0.4874
H -4.643 -1.259 -1.347 0.2306
C -3.841 0.217 -0.015 0.6998
O -4.677 0.892 0.535 -0.6002
N -2.581 0.608 -0.344 -0.4785
C -2.020 1.846 0.018 0.2344
C -0.768 1.902 0.620 -0.2304
C -0.238 3.120 0.998 -0.2167
C -0.949 4.289 0.786 -0.2085
C -2.201 4.233 0.199 -0.2043
C -2.739 3.019 -0.185 -0.2212
H -3.718 2.969 -0.633 0.2324
H -2.763 5.141 0.037 0.2137
H -0.529 5.239 1.083 0.2085
H 0.732 3.155 1.474 0.2069
H -0.217 0.993 0.811 0.1989
C -1.853 -0.385 -1.104 -0.1970
H -1.920 -0.150 -2.174 0.2051
H -0.795 -0.386 -0.841 0.2189
H -4.472 -1.805 0.332 0.2563
H -2.557 -2.410 -1.603 0.2280
```

---

Record 2
The following is a quantum chemistry calculation of a gas-phase ion, C22H22NO4S (charge +1) in a non-equilibrium geometry, from OMol25.

## Properties
Max |F| = 1.2 eV/Å
Total charge = +1

Structure (XYZ):
```
50
Properties=species:S:1:pos:R:3:nbo_charge:R:1
C 4.252 -0.951 -4.638 -0.2575
H 3.929 0.070 -4.861 0.1824
H 4.850 -1.327 -5.466 0.2145
H 4.854 -0.957 -3.725 0.1811
O 3.151 -1.829 -4.537 -0.4705
C 2.213 -1.613 -3.604 0.3577
C 2.230 -0.573 -2.669 -0.3158
C 1.201 -0.449 -1.762 -0.1406
C 0.133 -1.347 -1.758 -0.1832
C 0.119 -2.392 -2.690 -0.1415
C 1.142 -2.521 -3.594 -0.2637
H 1.147 -3.315 -4.323 0.2369
H -0.703 -3.089 -2.696 0.2321
C -0.944 -1.154 -0.791 0.7850
O -1.010 -0.231 0.002 -0.6642
O -1.872 -2.132 -0.839 -0.5102
C -3.034 -2.006 -0.040 -0.0626
H -3.799 -2.591 -0.553 0.2165
H -3.330 -0.953 0.008 0.2012
C -2.834 -2.564 1.387 -0.4753
C -1.923 -1.671 2.150 -0.1467
C -2.188 -0.421 2.635 0.1925
N -1.051 0.207 3.080 -0.2733
C 0.043 -0.528 2.968 -0.1078
S -0.240 -2.045 2.303 0.6220
H 1.016 -0.185 3.262 0.2616
C -1.027 1.592 3.469 -0.3160
H -0.131 1.802 4.050 0.2374
H -1.913 1.829 4.062 0.2530
C -1.080 2.457 2.168 0.5629
O -2.138 2.928 1.840 -0.5024
C 0.152 2.575 1.386 -0.1319
C 1.438 2.414 1.907 -0.1984
C 2.541 2.552 1.087 -0.2218
C 2.381 2.847 -0.259 -0.1610
C 1.109 3.016 -0.786 -0.2176
C 0.003 2.889 0.030 -0.1355
H -0.993 3.016 -0.363 0.2410
H 0.982 3.253 -1.831 0.2320
H 3.249 2.955 -0.891 0.2257
H 3.532 2.440 1.500 0.2278
H 1.596 2.233 2.960 0.2017
C -3.514 0.239 2.714 -0.6724
H -3.741 0.520 3.742 0.2429
H -3.532 1.144 2.107 0.2755
H -4.293 -0.430 2.363 0.2428
H -2.410 -3.566 1.317 0.2425
H -3.810 -2.630 1.869 0.2488
H 1.205 0.354 -1.040 0.2288
H 3.040 0.139 -2.650 0.2235
```

---

Record 3
The following is a quantum chemistry calculation of 12 unconnected molecules or ions with the total composition C22H23Cl34F7NO5PS2 in a non-equilibrium geometry, from OMol25.

## Properties
Structure (SMILES) = [H]/N=C/C[C@@]1(S(=O)(=O)C(F)(F)C(F)(F)C(F)(F)F)OC(=O)O[C@]1(CCCCl)[PH2]=S.ClC(Cl)Cl.ClC(Cl)Cl.ClC(Cl)Cl.ClC(Cl)Cl.ClC(Cl)Cl.ClC(Cl)Cl.ClC(Cl)Cl.ClC(Cl)Cl.ClC(Cl)Cl.ClC(Cl)Cl.ClC(Cl)Cl
Max |F| = 6.5 eV/Å
Total charge = 0

Structure (XYZ):
```
95
Properties=species:S:1:pos:R:3:mulliken_charge:R:1
N 5.094 2.769 -1.348 -0.7306
C 4.459 1.725 -1.733 0.7424
C 2.955 1.522 -1.296 -0.7516
C 2.738 0.197 -0.417 0.0344
S 1.560 -1.095 -1.075 1.7780
O 0.254 -0.432 -1.142 -0.6550
O 1.464 -2.198 -0.122 -0.6871
C 1.926 -1.635 -2.822 0.1777
F 3.093 -1.010 -3.220 0.0915
F 0.956 -1.262 -3.699 -0.4248
C 2.144 -3.193 -3.014 0.4951
F 1.213 -3.958 -2.391 -0.2536
F 1.975 -3.431 -4.368 -0.2707
C 3.630 -3.687 -2.707 0.5744
F 4.417 -3.457 -3.792 -0.2340
F 3.595 -5.043 -2.569 -0.2683
F 4.139 -3.153 -1.580 -0.1481
O 4.083 -0.386 -0.455 -0.1617
C 4.442 -0.937 0.772 0.6146
O 5.458 -1.429 1.124 -0.5526
O 3.345 -0.763 1.622 -0.3401
C 2.705 0.457 1.153 -0.2253
C 3.563 1.666 1.683 -0.4383
C 4.016 1.524 3.186 -0.6915
C 5.578 1.755 3.299 -0.5593
Cl 5.947 2.303 4.993 -0.2199
P 1.046 0.526 2.034 0.6234
S -0.234 1.761 1.255 -0.4202
H 6.052 2.748 -1.723 0.3216
H 5.013 0.997 -2.398 -0.4511
H 2.664 2.442 -0.732 0.4107
H 2.319 1.460 -2.214 0.4383
H 4.478 1.750 1.034 -0.0263
H 2.930 2.587 1.575 0.5606
H 3.552 2.362 3.774 0.4604
H 3.693 0.583 3.687 0.3880
H 6.159 0.838 3.046 0.3104
H 5.843 2.573 2.588 0.3708
H 0.532 -0.803 2.186 0.1448
H 1.348 0.987 3.353 -0.2116
C -0.481 2.084 6.011 -0.0413
Cl 1.144 1.417 5.791 -0.1177
Cl -1.413 2.018 4.509 -0.0189
Cl -1.324 1.226 7.306 -0.1288
H -0.380 3.125 6.302 0.3043
C -5.427 2.762 3.157 0.1178
Cl -4.017 2.273 2.209 -0.0484
Cl -6.436 1.363 3.539 -0.0329
Cl -4.927 3.590 4.637 -0.1134
H -6.014 3.452 2.562 0.0667
C -6.776 7.338 3.521 -0.0003
Cl -8.072 6.885 4.632 -0.1229
Cl -5.434 8.079 4.398 -0.1187
Cl -6.219 5.930 2.608 -0.0855
H -7.168 8.066 2.818 0.3272
C -9.619 -1.238 3.448 0.0885
Cl -8.495 -0.561 4.631 -0.0884
Cl -11.296 -0.869 3.885 -0.1597
Cl -9.253 -0.630 1.831 -0.1143
H -9.499 -2.317 3.442 0.2803
C 6.951 -0.773 -4.236 0.0151
Cl 8.096 -0.070 -3.090 -0.1280
Cl 5.288 -0.477 -3.713 0.1077
Cl 7.218 -0.127 -5.859 -0.1397
H 7.112 -1.847 -4.265 0.2082
C -5.974 -2.170 0.411 -0.1053
Cl -5.470 -0.479 0.347 -0.0746
Cl -5.941 -2.764 2.078 -0.1165
Cl -7.584 -2.369 -0.289 -0.0986
H -5.273 -2.756 -0.175 0.4152
C 11.513 -2.408 -3.277 -0.0155
Cl 11.944 -0.695 -3.331 -0.1150
Cl 11.654 -3.035 -1.632 -0.1181
Cl 9.878 -2.657 -3.900 -0.0739
H 12.205 -2.954 -3.911 0.3284
C 1.364 1.626 -6.465 0.5764
Cl 0.578 3.168 -6.100 -0.1472
Cl 3.115 1.836 -6.600 -0.0992
Cl 0.980 0.419 -5.232 0.0810
H 0.988 1.267 -7.419 -0.3171
C 0.814 0.010 -10.308 0.0270
Cl 1.333 1.699 -10.347 -0.1108
Cl 0.917 -0.631 -8.663 -0.0950
Cl -0.828 -0.153 -10.936 -0.1136
H 1.480 -0.568 -10.941 0.3126
C -10.122 -0.492 8.508 0.0229
Cl -8.494 -1.152 8.310 -0.1210
Cl -11.014 -0.564 6.985 -0.0677
Cl -10.991 -1.354 9.784 -0.1297
H -10.032 0.549 8.802 0.2920
C -8.070 -6.369 -0.746 0.0049
Cl -7.334 -5.275 0.429 -0.0508
Cl -8.523 -7.896 0.020 -0.1263
Cl -9.477 -5.611 -1.502 -0.1274
H -7.340 -6.580 -1.520 0.2908
```

---

Record 4
The following is a quantum chemistry calculation of a molecular structure, C22H23ClF6N4O4PtS, from OMol25.

## Properties
Max |F| = 0.5 eV/Å
Total charge = 0
Relative energy (zero: lowest compared OMol25 entry of this formula, charge and spin) = 0.0 kJ/mol

Structure (XYZ):
```
62
Properties=species:S:1:pos:R:3:nbo_charge:R:1
Pt -0.177 -2.186 -1.476 0.4739
Cl 2.451 -0.663 4.448 -0.0314
C 2.350 -1.171 2.778 -0.0814
C 2.652 -0.262 1.777 -0.1953
C 2.532 -0.650 0.454 -0.2513
C 2.131 -1.939 0.100 -0.0062
C 1.865 -2.293 -1.340 -0.6614
C 1.901 -2.851 1.139 -0.1986
C 1.985 -2.473 2.468 -0.2347
H 3.000 0.726 2.024 0.2021
H 2.786 0.068 -0.317 0.2233
H 2.213 -3.295 -1.580 0.2251
H 2.357 -1.558 -1.982 0.1895
H 1.618 -3.869 0.899 0.2270
H 1.780 -3.184 3.256 0.2270
C 4.537 3.857 2.593 -0.6190
C 3.068 3.502 2.764 -0.6643
S 2.214 3.645 1.214 2.1843
O 2.083 5.042 0.897 -0.9394
O 2.815 2.746 0.258 -0.9609
C 0.575 3.025 1.562 -0.6852
C -0.295 3.096 0.312 -0.2372
N -0.040 2.008 -0.632 -0.3203
C -0.393 0.717 -0.404 0.4415
N -0.019 -0.061 -1.408 -0.5068
C 0.619 0.731 -2.321 -0.0100
C 0.612 2.008 -1.852 0.1537
N 1.154 3.156 -2.535 0.5342
O 1.832 2.914 -3.507 -0.3513
O 0.890 4.266 -2.116 -0.3768
C -1.077 0.237 0.822 -0.6695
H 5.052 3.692 3.538 0.2279
H 4.655 4.901 2.310 0.2308
H 5.001 3.230 1.833 0.2346
H 2.564 4.183 3.450 0.2405
H 2.939 2.480 3.120 0.2389
H 0.146 3.674 2.325 0.2523
H 0.661 2.013 1.957 0.2495
H -0.142 4.037 -0.207 0.2835
H -1.346 3.039 0.599 0.2234
H 1.040 0.346 -3.231 0.2560
H -1.739 0.989 1.244 0.2238
H -0.340 -0.058 1.572 0.2589
H -1.653 -0.649 0.573 0.2535
F -7.110 -1.269 -0.575 -0.3185
C -6.622 -2.017 -1.583 0.9684
F -7.135 -3.249 -1.442 -0.3128
F -7.099 -1.508 -2.725 -0.3142
C -5.111 -2.042 -1.554 -0.1036
C -4.470 -2.593 -0.449 -0.1693
C -3.091 -2.595 -0.428 0.0377
N -2.360 -2.081 -1.429 -0.4572
C -2.984 -1.561 -2.496 0.0661
C -4.364 -1.517 -2.601 -0.2175
H -5.020 -3.020 0.376 0.2357
H -2.532 -3.032 0.390 0.2378
H -2.349 -1.177 -3.283 0.2233
H -4.827 -1.090 -3.477 0.2473
F -0.879 -4.687 -0.344 -0.3890
C -0.363 -4.187 -1.526 0.7491
F -1.272 -4.587 -2.475 -0.3771
F 0.734 -4.955 -1.755 -0.3608
```

---

Number 1: HOMO energy -0.3083 Ha. Number 2: HOMO energy -0.4095 Ha. Number 3: HOMO energy -0.3210 Ha. Number 4: HOMO energy -0.2909 Ha.